(1)
Below is a molecular structure, C2H8F2InNO7S2, with properties calculated with the ωB97M-V functional and the def2-TZVPD basis.

XYZ file:
```
23
Properties=species:S:1:pos:R:3:forces:R:3:mulliken_charge:R:1
In 1.95324 0.34643 -0.64379 -0.046 0.028 0.014 0.99
O 1.50117 -1.05030 -5.43697 -0.008 -0.269 0.264 -0.48
H 1.39138 -2.02015 -5.48012 0.030 0.290 -0.068 0.31
O 3.48572 -1.24736 3.99025 -0.027 0.287 -0.061 -0.45
H 3.60145 -0.49562 4.60346 -0.025 -0.218 -0.088 0.33
N 0.40464 5.20286 1.91439 -1.354 -3.879 5.252 -0.19
S -0.15029 5.48108 3.46132 -1.616 -2.823 6.909 1.12
O -1.57314 5.69426 3.61813 1.469 0.190 -1.247 -0.53
O 0.70259 6.10506 4.48234 -0.780 0.060 -2.943 -0.54
F -0.02818 4.00539 4.00535 0.214 -1.098 -0.834 -0.28
S 0.42971 6.64555 1.63085 0.672 9.208 -7.780 1.08
O 1.60175 7.40621 2.01256 -1.144 -0.866 0.263 -0.53
O -0.83250 7.40419 1.49954 2.195 -1.579 1.191 -0.52
F 0.71007 6.31379 0.08940 0.401 0.617 -0.881 -0.32
C -2.37609 -5.59520 -2.12143 0.236 0.424 0.073 -0.90
C -0.92845 -5.48563 -2.65131 -2.006 -0.200 0.234 -0.25
O -0.12081 -4.97065 -1.61611 0.712 0.262 -0.345 -0.51
H -3.02133 -6.19051 -2.76747 0.053 -0.161 0.155 0.32
H -2.84523 -4.61953 -1.99454 0.125 0.198 -0.292 0.25
H -2.33759 -5.96538 -1.09695 -0.127 -0.580 -0.114 0.28
H -0.95047 -4.81466 -3.51003 0.510 0.158 0.147 0.24
H -0.64818 -6.47639 -3.00899 0.521 -0.014 0.091 0.25
H 0.03054 -5.67344 -0.97990 -0.007 -0.038 0.058 0.32
```
Forces are in eV/Å.

Properties
- E_HOMO: -9.26 eV
- HOMO-LUMO gap: 0.053 Eh
- Maximum force: 12.07 eV/A
- Multiplicity: 1
- ΔE to the lowest compared entry with this formula, charge and spin: 727.2 kJ/mol

(2)
Below is a molecular structure, C38H51Cl3IrN2O3PSi, with properties calculated with the ωB97M-V functional and the def2-TZVPD basis.

XYZ file:
```
100
Properties=species:S:1:pos:R:3:forces:R:3:lowdin_spin:R:1
C 2.58943 -2.96838 -2.68280 0.295 -0.641 0.127 0.00
C 2.54704 -1.97266 -3.79771 0.050 0.163 -0.469 0.00
H 1.71070 -3.61602 -2.62165 -0.196 0.264 -0.044 0.00
H 2.77150 -2.54006 -1.71028 -0.019 0.270 0.196 0.00
H 3.40411 -3.65861 -2.88747 0.275 -0.144 0.019 0.00
C 2.62412 -2.47377 -5.04738 0.292 0.642 -0.299 0.06
C 2.58743 -3.91892 -5.47672 0.053 -0.370 -0.144 0.01
H 2.78395 -1.82897 -5.91558 -0.174 0.149 0.526 0.00
H 1.72481 -4.48955 -5.10789 0.183 0.203 0.116 0.00
H 3.49057 -4.49752 -5.26161 0.064 0.130 0.605 0.00
H 2.57261 -3.98683 -6.56493 -0.353 0.236 -0.066 0.00
Ir 0.34346 1.25855 1.16396 -0.134 -2.298 -1.118 2.03
Cl 2.51702 1.51226 1.33518 2.421 0.723 0.275 0.29
Cl 0.42304 1.74511 -1.21150 0.484 0.740 0.286 0.13
C -1.01390 3.34166 0.96101 -1.304 0.370 0.433 0.02
O -1.55658 2.19464 1.11080 0.696 1.838 0.383 0.12
N -1.74654 4.30332 0.44586 0.989 -0.416 0.371 0.01
C -3.06435 3.91999 0.02777 -0.851 0.318 -0.639 0.00
C -1.24643 5.65903 0.30579 0.457 0.101 -0.381 0.00
H 0.03182 3.58555 1.28703 -1.058 0.188 -0.160 0.00
H -3.60993 3.38764 0.82315 0.263 0.231 -0.349 0.00
H -3.04283 3.30871 -0.88704 0.052 0.027 0.408 0.00
H -3.54021 4.85941 -0.21739 -0.604 0.003 -0.033 0.00
H -0.75186 5.98464 1.24903 -0.416 -0.063 -0.763 0.00
H -2.12147 6.25863 0.05752 0.283 0.336 0.310 0.00
H -0.54615 5.73417 -0.55661 -0.319 -0.027 0.641 0.00
H -0.21046 -4.38315 0.96506 -0.119 -0.270 -0.145 0.00
H -0.84269 -3.07104 -1.56025 -0.466 -0.033 -0.288 0.00
C -1.26238 -4.59479 0.71665 0.172 -0.237 0.685 0.00
C -1.86117 -3.33027 -1.26427 0.667 -0.196 -0.309 0.00
N -1.89580 -3.42977 0.16925 -0.493 0.387 0.587 0.00
H -1.78351 -4.87105 1.64322 0.216 -0.277 -0.231 0.00
C -1.96150 -2.35326 0.99349 0.307 0.728 -0.837 0.00
O -1.97594 -1.17690 0.63046 -0.367 -1.105 0.368 0.02
H -2.56089 -2.58938 -1.62610 -0.055 0.099 -0.023 0.00
H -1.96643 -2.63776 2.06191 0.018 -0.030 -0.283 0.00
H -1.30888 -5.38327 -0.03279 -0.015 -0.172 0.324 0.00
H -2.06774 -4.30977 -1.70534 -0.359 0.138 0.138 0.00
O 2.82865 -0.05777 -2.20339 -1.406 0.597 1.691 0.67
C 2.68655 -0.44409 -3.45999 -0.121 -1.369 -2.336 0.13
C 1.39903 0.20882 -5.66808 0.743 0.512 0.056 0.01
C 2.24379 0.55535 -4.58717 0.344 -0.998 0.335 0.01
H 0.95099 -0.78661 -5.73112 0.158 0.651 0.057 0.00
C 1.17856 1.16095 -6.67014 0.247 0.168 0.733 0.00
H 3.77239 -0.35504 -3.29484 1.925 -0.117 -1.620 0.07
C 2.86202 1.80325 -4.53302 0.075 -0.697 -0.129 0.01
H 0.46370 0.95531 -7.45489 0.090 -0.040 -0.120 0.00
C 1.80656 2.41455 -6.60492 -0.298 0.109 -0.098 0.01
C 2.67112 2.72497 -5.56381 0.072 0.003 1.018 0.00
H 3.53855 1.93753 -3.67574 -0.361 0.445 -0.515 0.00
H 1.57480 3.18861 -7.33994 0.133 -0.363 0.048 0.00
H 3.17227 3.68821 -5.44125 -0.270 -0.185 -0.476 0.00
Si -0.78360 0.00539 -2.25425 -0.770 1.008 -4.435 0.01
Cl 0.51773 -1.30742 -1.50193 2.315 -0.079 4.376 0.03
C -0.75973 -1.42656 -3.63943 -0.464 -0.291 0.081 0.00
C -0.77502 1.29148 -3.70527 0.391 0.109 0.349 0.01
C -2.46747 0.51844 -1.60473 0.852 -0.999 0.363 0.00
H -0.52022 -1.03685 -4.61127 -0.633 0.060 -0.431 0.00
H -1.77454 -1.77344 -3.52975 -0.612 -0.694 -0.853 0.00
H -0.02614 -2.23877 -3.45840 -0.999 0.361 -0.281 0.00
H -2.93807 -0.44782 -1.36536 -0.610 0.941 0.131 0.00
H -2.83664 1.05438 -2.49425 -0.380 -0.352 0.683 0.00
H -2.27355 1.16911 -0.72671 -0.701 -0.635 -0.599 0.00
H -1.30336 0.74729 -4.50009 0.107 0.557 -0.032 0.00
H 0.23258 1.59122 -4.02781 -0.733 0.077 0.003 0.00
H -1.35828 2.16324 -3.38910 0.242 0.117 -0.161 0.00
C -0.69874 4.18035 5.28960 0.091 0.432 0.200 0.02
C 0.57906 3.84811 4.81461 -0.243 0.031 0.024 0.00
C 0.78252 2.62442 4.16920 -0.250 1.001 0.031 0.02
C -0.29262 1.76218 4.00606 0.020 -0.590 0.381 0.03
C -1.52548 2.04296 4.57717 -0.341 0.579 0.057 0.01
C -1.75246 3.26847 5.18552 0.384 0.149 0.120 0.00
P -0.00295 0.22458 3.07727 -0.357 -1.545 1.374 0.14
C 1.43412 -0.46173 3.94283 0.037 -0.163 -0.118 0.01
C 2.42437 -1.18230 3.27223 0.137 0.140 -0.036 0.00
C 3.55600 -1.59621 3.98450 -0.413 0.033 -0.222 0.00
C 3.64835 -1.36169 5.34957 0.008 -0.064 -0.029 0.00
C 2.61524 -0.72176 6.02478 0.046 0.054 0.218 0.00
C 1.52005 -0.25015 5.31601 0.661 -0.294 0.045 0.00
C -1.35740 -0.85414 3.66120 -0.002 -0.288 0.265 0.04
C -1.10343 -2.01097 4.41836 -0.037 0.254 -0.232 0.01
C -2.15593 -2.84730 4.78277 -0.114 -0.034 -0.082 0.00
C -3.46156 -2.54585 4.39889 -0.285 0.195 0.009 0.01
C -3.72950 -1.36002 3.69704 0.007 -0.182 -0.053 0.00
C -2.67393 -0.53873 3.30918 -0.228 -0.067 0.130 0.01
H -0.88342 5.15841 5.76978 0.238 -0.639 -0.299 0.00
H 1.41872 4.53771 4.93837 -0.344 -0.196 -0.031 0.00
H 1.74666 2.37583 3.74714 0.094 -0.013 0.093 0.00
H -2.33151 1.32810 4.54984 0.041 0.016 -0.039 0.00
H -2.73468 3.49275 5.60320 0.291 0.006 -0.102 0.00
H 2.32819 -1.37250 2.19231 0.126 0.170 0.573 0.00
H 4.36573 -2.08977 3.46624 0.004 -0.069 -0.033 0.00
H 4.53132 -1.68159 5.89292 -0.078 0.001 -0.047 0.00
H 2.68184 -0.57760 7.10480 -0.041 0.027 -0.318 0.00
H 0.74883 0.29661 5.82371 -0.253 0.120 0.197 0.00
H -0.07863 -2.26374 4.70050 -0.404 0.055 -0.065 0.00
H -1.95054 -3.74148 5.36717 -0.051 0.113 -0.148 0.00
H -4.28410 -3.23005 4.64551 0.400 0.357 -0.022 0.00
H -4.75891 -1.08551 3.42229 0.562 -0.238 0.125 0.00
H -2.87184 0.35726 2.72433 0.027 -0.253 -0.025 0.00
```
Forces are in eV/Å.

Properties
- Expectation value of S²: 6.02
- E_HOMO (alpha / beta): -5.84 / -6.93 eV
- HOMO-LUMO gap (alpha / beta): 0.227 / 0.205 Eh
- Maximum force: 4.95 eV/A
- Multiplicity: 5